1.
The ion C9H15FN3O with charge +1 in a non-equilibrium geometry, computed with the ωB97M-V functional and the def2-TZVPD basis.

Last column: Mulliken charge in e.
Positions of all 29 atoms, in Å:
1 C -3.3340 -2.1654 0.5513  -0.695
2 O -2.2446 -1.5890 -0.1055  -0.323
3 C -2.0900 -0.2546 -0.0609  0.826
4 N -3.0599 0.4347 0.3748  -0.522
5 C -2.9789 1.7623 0.3069  -0.411
6 C -1.9115 2.4063 -0.2951  -0.403
7 N -0.8674 1.6844 -0.5640  -0.443
8 C -0.8696 0.3977 -0.3469  0.116
9 C 0.5229 -0.4027 -0.2480  1.087
10 C 0.7501 -1.1867 -1.6222  -1.664
11 F 0.4102 -1.2665 0.7850  -0.437
12 C 1.5588 0.6920 0.0847  0.103
13 C 1.4656 1.2065 1.5035  -1.463
14 N 2.9186 0.0426 0.0542  -0.198
15 H -3.6110 -3.0965 0.1354  0.268
16 H -4.2183 -1.4950 0.6879  0.325
17 H -2.9144 -2.4881 1.6045  0.262
18 H -3.8350 2.3361 0.7947  0.376
19 H -1.7607 3.5134 -0.4326  0.390
20 H 0.0070 -1.9521 -1.7952  0.408
21 H 0.8071 -0.4429 -2.5283  0.291
22 H 1.7060 -1.6764 -1.6116  0.555
23 H 1.2119 1.5741 -0.6444  0.384
24 H 1.9302 0.5958 2.3897  0.380
25 H 0.5085 1.3427 1.8445  0.360
26 H 1.9934 2.1355 1.6369  0.399
27 H 2.9851 -0.5682 0.8271  0.374
28 H 3.8650 0.4986 0.1556  0.373
29 H 3.0343 -0.3315 -0.8456  0.281

Spin multiplicity: 1
Total charge: +1
HOMO level, eV: -12.13
Energy above the lowest of the compared OMol25 structures with the same formula, charge and spin, kJ/mol: 0.0
Energy, eV: -18802.9145
SMILES: COc1nccnc1[C@](C)(F)[C@@H](C)[NH3+]



2.
A cluster of 2 separate species, C9H15IO2Si in total in a non-equilibrium geometry, computed with the ωB97M-V functional and the def2-TZVPD basis.

Last column: Mulliken charge in e.
Positions of all 28 atoms, in Å:
1 C 3.2035 0.9776 0.3028  -0.929
2 C 2.2446 1.6730 -0.4552  0.968
3 C 2.8031 0.9969 1.6602  0.534
4 C 1.1964 1.9991 0.3963  -0.758
5 C 2.5477 1.6672 -1.8798  -1.389
6 C -2.3256 -2.3583 0.1788  -1.137
7 C -2.2382 0.5424 -0.6224  -1.021
8 C -0.6412 -0.5685 2.1319  -0.833
9 C 0.2472 -0.9381 -0.8484  -0.693
10 O 3.3305 0.6533 2.6771  -0.598
11 O 1.5786 1.6167 1.6901  -0.365
12 Si -1.2445 -0.7372 0.2726  0.360
13 I 2.0124 -1.6684 -0.0353  0.060
14 H 4.0537 0.4918 -0.0307  0.681
15 H 0.3198 2.5059 0.3089  0.736
16 H 1.7654 1.9997 -2.5736  0.355
17 H 2.7312 0.6445 -2.1356  0.291
18 H 3.3675 2.3107 -2.0663  0.373
19 H -3.0171 -2.5139 1.0441  0.314
20 H -2.9931 -2.4021 -0.6295  0.371
21 H -1.6082 -3.2039 0.1188  0.275
22 H -2.5872 0.1540 -1.5148  0.390
23 H -3.1672 0.7389 -0.0061  0.314
24 H -1.8241 1.6224 -0.7661  0.232
25 H 0.2440 -1.1279 2.3976  0.330
26 H -0.3936 0.5941 2.1237  0.127
27 H -1.4722 -0.7320 2.8637  0.359
28 H 0.1556 -1.1055 -1.8598  0.655

Spin multiplicity: 1
HOMO level (alpha / beta), eV: -8.20 / -8.35
Energy above the lowest of the compared OMol25 structures with the same formula, charge and spin, kJ/mol: 191.1
Energy, eV: -29646.2625



3.
An isolated molecule of C9H15N3 in a non-equilibrium geometry, computed with the ωB97M-V functional and the def2-TZVPD basis.

Last column: Mulliken charge in e.
Positions of all 27 atoms, in Å:
1 C 1.3021 0.2791 0.4243  -0.162
2 C -0.8170 -0.8957 0.2363  -0.042
3 C 2.4063 1.3090 0.5369  -0.634
4 C 3.5491 0.6946 -0.3116  -0.627
5 C 3.2218 -0.7666 -0.2457  -0.470
6 C -2.2627 0.6404 1.3529  -1.478
7 C -3.1861 -1.1274 -0.1168  -1.398
8 C -1.8742 0.6914 -1.2760  -1.724
9 C -2.0343 -0.1238 0.0531  1.898
10 N -0.0506 -1.7939 0.0928  0.573
11 N 1.1803 -2.0229 0.0067  -1.720
12 N 1.8738 -0.7827 0.1286  0.681
13 H 2.0715 2.2584 0.1785  0.327
14 H 2.6933 1.4324 1.6420  0.239
15 H 3.4111 1.0782 -1.3038  0.276
16 H 4.4991 0.7963 0.0610  0.363
17 H 3.4039 -1.1823 -1.2013  0.271
18 H 3.9275 -1.4313 0.4390  0.255
19 H -3.3037 0.9695 1.3214  0.407
20 H -2.0529 -0.1833 2.0709  0.399
21 H -1.6793 1.5333 1.5388  0.323
22 H -4.1406 -0.5205 -0.1672  0.375
23 H -3.1357 -1.5024 -1.2269  0.313
24 H -3.3630 -1.9814 0.5950  0.329
25 H -1.7771 -0.0103 -2.0870  0.439
26 H -2.7852 1.2576 -1.5485  0.405
27 H -1.0775 1.3846 -1.1934  0.383

Spin multiplicity: 1
HOMO level, eV: -7.59
Energy above the lowest of the compared OMol25 structures with the same formula, charge and spin, kJ/mol: 573.8
Energy, eV: -14040.6154



4.
The ion C9H15N3 with charge +2 in a non-equilibrium geometry, computed with the ωB97M-V functional and the def2-TZVPD basis.

Last column: Mulliken charge in e.
Positions of all 27 atoms, in Å:
1 C 3.8008 -0.2730 -0.8161  -1.371
2 C 2.4795 -0.0556 -0.1454  0.458
3 N 2.2466 0.8905 0.7462  -0.108
4 C 0.8228 0.9350 0.9991  -0.348
5 C -0.1305 0.8989 -0.2690  -0.238
6 C -1.5624 1.3333 0.1057  -1.114
7 C -2.5722 0.0777 0.3713  -0.332
8 N -3.0317 -0.3607 -1.0660  -0.235
9 C -1.9297 -1.1044 0.9861  -0.679
10 C -0.6194 -1.3275 0.9898  -0.826
11 C 0.3304 -0.3801 0.4089  1.173
12 N 1.4615 -0.8772 -0.3104  -0.126
13 H 4.1450 -1.2292 -0.9892  0.413
14 H 4.7158 0.3900 -0.5234  0.332
15 H 3.6836 -0.0094 -1.8116  0.401
16 H 3.0119 1.5175 1.1381  0.338
17 H 0.5398 1.3990 1.9683  0.341
18 H 0.3150 1.0944 -1.2537  0.490
19 H -1.9764 2.0367 -0.6549  0.380
20 H -1.4450 1.6340 1.1782  0.284
21 H -3.4736 0.5529 0.8546  0.508
22 H -3.6690 0.3104 -1.3981  0.346
23 H -3.6957 -1.1084 -0.8428  0.371
24 H -2.1212 -0.5782 -1.5195  0.363
25 H -2.6178 -1.8470 1.3647  0.510
26 H -0.1542 -2.2513 1.3835  0.459
27 H 1.4461 -1.6682 -0.8943  0.209

Spin multiplicity: 1
Total charge: +2
HOMO level, eV: -17.02
Energy above the lowest of the compared OMol25 structures with the same formula, charge and spin, kJ/mol: 202.8
Energy, eV: -14028.7640
SMILES: CC1=[NH+][C@H]2[C@@H]3C[C@@H]([NH3+])C=C[C@@]32N1



5.
An isolated molecule of C9H15N3O3 in a non-equilibrium geometry, computed with the ωB97M-V functional and the def2-TZVPD basis.

Last column: Mulliken charge in e.
Positions of all 30 atoms, in Å:
1 C -2.9704 0.7050 -0.7770  -1.329
2 C -1.5166 0.8342 -0.7120  0.492
3 C -0.8893 1.8586 -1.3560  -0.601
4 C 0.5053 2.1658 -1.1275  -0.731
5 C 1.3363 1.5792 -0.2528  -0.282
6 N 2.7030 1.8219 -0.0020  1.137
7 O 3.4621 2.1182 -0.9211  -0.597
8 O 3.1452 1.6542 1.1698  -0.615
9 C 0.4605 0.4142 0.8469  0.835
10 N 0.0242 1.2462 1.9512  -0.666
11 N 1.3076 -0.6069 1.3551  -0.474
12 C 1.6182 -1.9213 0.7614  -0.828
13 C 2.0466 -1.8024 -0.6887  -0.163
14 O 1.2365 -2.2967 -1.6298  -0.524
15 C -0.7427 -0.1696 0.0734  -0.737
16 H -3.4457 1.3957 -1.5269  0.356
17 H -3.3976 0.6767 0.1905  0.341
18 H -3.3248 -0.2374 -1.3231  0.299
19 H -1.3510 2.6479 -1.9584  0.289
20 H 0.7770 3.1183 -1.6599  0.321
21 H 0.1709 0.6120 2.8346  0.386
22 H 0.6450 2.0759 2.0589  0.364
23 H 2.0462 -0.1355 1.8070  0.360
24 H 0.7044 -2.5139 0.8816  0.283
25 H 2.2999 -2.4694 1.2771  0.573
26 H 3.0780 -2.2997 -0.7225  0.370
27 H 2.2173 -0.7185 -0.8737  0.083
28 H 1.3041 -3.2210 -1.7954  0.338
29 H -1.2901 -0.7723 0.8062  0.438
30 H -0.5581 -0.8865 -0.6947  0.280

Spin multiplicity: 1
HOMO level, eV: -8.54
Energy above the lowest of the compared OMol25 structures with the same formula, charge and spin, kJ/mol: 646.2
Energy, eV: -20183.1682
SMILES: CC1=CC=C([N+](=O)[O-])[C@](N)(NCCO)C1



6.
An isolated molecule of C9H15N3O6 in a non-equilibrium geometry, computed with the ωB97M-V functional and the def2-TZVPD basis.

Last column: Mulliken charge in e.
Positions of all 33 atoms, in Å:
1 N 3.2157 -1.4053 1.5179  -0.569
2 C 4.0728 -1.0364 0.4617  0.517
3 O 5.2678 -1.3402 0.2606  -0.616
4 C 3.4377 0.0039 -0.4501  -0.662
5 C 2.1624 0.6344 0.1409  -0.163
6 N 0.9000 0.5183 -0.5077  -0.179
7 C -0.0321 -0.4053 0.0497  0.303
8 O 0.3249 -1.1852 0.9432  -0.727
9 C -1.4538 -0.5624 -0.7118  0.218
10 N -1.7538 -2.0054 -0.8230  -0.663
11 C -2.4179 0.2842 0.1168  -0.693
12 C -3.9224 -0.0458 -0.2919  -0.690
13 C -4.8573 0.5967 0.6861  0.679
14 O -4.3122 1.2173 1.5655  -0.511
15 O -6.2186 0.5425 0.4939  -0.528
16 C 2.5918 2.1197 0.0842  0.102
17 O 2.1437 2.9819 -0.6888  -0.631
18 O 3.6457 2.4163 0.8741  -0.442
19 H 3.5620 -2.4770 1.7812  0.371
20 H 2.2373 -1.6039 0.8970  0.286
21 H 4.2921 0.7885 -0.5937  0.265
22 H 3.2532 -0.4813 -1.6044  0.262
23 H 2.2035 0.3773 1.1860  0.880
24 H 0.7724 1.0861 -1.4302  0.353
25 H -1.6443 0.0457 -1.6985  0.321
26 H -1.4128 -2.2775 -1.7795  0.271
27 H -1.3126 -2.4770 -0.0561  0.281
28 H -2.0602 1.4119 -0.2995  0.207
29 H -2.1002 0.1760 1.1835  0.327
30 H -4.2633 0.2800 -1.3974  0.281
31 H -4.0155 -1.2155 -0.3707  0.382
32 H -6.3547 -0.2901 -0.2224  0.386
33 H 4.0484 3.3276 0.6833  0.380

Spin multiplicity: 1
HOMO level, eV: -9.82
Energy above the lowest of the compared OMol25 structures with the same formula, charge and spin, kJ/mol: 505.2
Energy, eV: -26329.1430
SMILES: NC(=O)C[C@H](NC(=O)[C@@H](N)CCC(=O)O)C(=O)O